{
  "formula": "C20H42NO9",
  "method": "the ωB97M-V functional and the def2-TZVPD basis",
  "symbols": ["C", "O", "C", "C", "C", "C", "C", "C", "C", "C", "N", "C", "C", "C", "C", "O", "C", "O", "H", "H", "H", "H", "H", "H", "H", "H", "H", "H", "H", "H", "H", "H", "H", "H", "H", "H", "H", "H", "H", "H", "H", "H", "H", "H", "H", "H", "H", "H", "C", "O", "C", "O", "O", "C", "H", "H", "H", "H", "H", "H", "C", "O", "C", "O", "O", "C", "H", "H", "H", "H", "H", "H"],
  "positions_angstrom": [[-4.047, 0.664, 0.480], [-5.039, -0.017, 1.317], [-5.156, -1.368, 0.748], [-6.492, -1.531, -0.131], [-6.223, -2.233, -1.579], [-6.083, -3.805, -1.292], [-5.482, -4.666, -2.507], [-4.129, -4.083, -3.142], [-3.072, -3.525, -2.066], [-2.637, -4.587, -0.949], [-2.013, -3.993, 0.291], [-1.141, -2.788, 0.065], [0.128, -3.035, -0.880], [1.327, -1.977, -0.622], [1.044, -0.527, -1.231], [-0.239, 0.049, -0.844], [-0.098, 1.347, -0.279], [-0.843, 2.250, -0.751], [-3.022, 0.196, 0.697], [-4.357, 0.535, -0.627], [-4.023, 1.794, 0.716], [-4.191, -1.552, 0.155], [-5.146, -2.145, 1.608], [-7.177, -2.279, 0.428], [-6.988, -0.502, -0.229], [-5.316, -1.761, -2.090], [-7.128, -1.996, -2.258], [-7.157, -4.200, -1.116], [-5.519, -4.048, -0.311], [-6.282, -4.690, -3.335], [-5.327, -5.765, -2.189], [-3.629, -4.832, -3.868], [-4.430, -3.177, -3.797], [-2.149, -3.184, -2.677], [-3.433, -2.565, -1.531], [-3.604, -5.119, -0.599], [-1.951, -5.425, -1.324], [-2.803, -3.669, 0.895], [-1.527, -4.716, 0.865], [-0.716, -2.501, 1.104], [-1.783, -1.877, -0.241], [0.537, -4.082, -0.622], [-0.088, -3.013, -1.999], [1.651, -1.966, 0.485], [2.236, -2.399, -1.201], [1.878, 0.176, -0.847], [1.091, -0.484, -2.382], [0.603, 1.641, 0.572], [3.710, 2.895, 0.509], [4.165, 1.823, 1.331], [5.401, 1.381, 1.028], [6.116, 1.808, 0.151], [5.702, 0.380, 1.872], [6.994, -0.191, 1.666], [2.708, 3.171, 0.838], [4.360, 3.766, 0.617], [3.655, 2.581, -0.536], [7.775, 0.557, 1.820], [7.068, -0.626, 0.667], [7.128, -0.986, 2.401], [7.151, 5.998, 0.760], [6.059, 6.416, 1.577], [6.266, 7.575, 2.227], [7.263, 8.251, 2.168], [5.169, 7.847, 2.953], [5.248, 9.059, 3.701], [6.873, 5.056, 0.286], [7.349, 6.733, -0.024], [8.044, 5.829, 1.366], [5.370, 9.916, 3.035], [6.065, 9.013, 4.425], [4.311, 9.176, 4.246]],
  "atomic_forces_ev_per_a": [[-0.33, 0.68, -0.10], [1.07, -1.08, -1.63], [-0.15, -0.23, 0.59], [0.32, -0.66, -0.33], [-0.46, 0.41, 0.99], [-0.52, -0.47, -0.61], [-0.12, -0.21, -0.23], [-0.39, 0.58, -0.01], [0.97, 0.44, -0.27], [-1.52, -1.64, -1.30], [-0.73, 0.49, 0.53], [1.69, 2.13, 0.56], [0.49, -0.18, 0.34], [-0.02, -0.49, -0.60], [1.42, 0.19, 0.24], [1.46, 1.22, 1.28], [-3.63, 3.24, -2.66], [3.04, -3.77, 2.26], [-1.24, 0.76, -0.53], [0.76, 0.27, 1.61], [-0.11, -1.97, -0.20], [-1.39, 0.04, 0.46], [-0.16, 1.39, -1.13], [0.82, 1.57, -0.82], [0.73, -1.60, 0.19], [-1.12, -0.72, 0.75], [1.43, -0.67, 1.03], [1.74, 0.60, -0.16], [-0.70, 0.71, -1.46], [1.30, 0.00, 1.17], [-0.28, 1.69, -0.36], [-0.80, 1.09, 1.38], [0.65, -1.39, 1.08], [-1.39, -0.61, 1.11], [0.22, -1.70, -0.93], [1.64, 0.82, -0.46], [-0.83, 1.47, 0.35], [0.68, -0.20, -0.50], [-0.26, 0.58, -0.76], [-0.75, -0.56, -1.59], [0.98, -1.77, 0.27], [-0.54, 1.48, -0.44], [-0.05, -0.10, 1.58], [-0.75, 0.23, -1.66], [-1.42, 0.75, 0.90], [-1.13, -1.16, -0.65], [-0.13, -0.39, 1.80], [-0.43, -1.28, -1.07], [-0.16, 0.39, -0.26], [0.35, -0.34, -0.04], [0.20, -0.01, 0.02], [-0.54, -0.21, 0.51], [-0.32, 0.37, -0.27], [0.47, -0.25, 0.00], [0.15, -0.17, 0.19], [-0.03, -0.13, -0.13], [0.19, 0.10, 0.06], [-0.12, -0.05, -0.17], [0.04, 0.21, 0.05], [-0.27, 0.17, 0.01], [0.33, -0.19, -0.30], [-0.13, 0.28, 0.25], [-0.05, 0.06, 0.06], [-0.43, -0.32, 0.01], [0.28, -0.25, -0.30], [-0.04, 0.40, 0.28], [-0.20, 0.11, 0.19], [0.08, 0.00, 0.20], [-0.06, 0.18, -0.09], [0.15, -0.13, 0.08], [0.01, 0.06, -0.20], [0.03, -0.26, -0.18]],
  "mulliken_charge": [-0.453, -0.443, 0.577, -0.838, -0.403, -0.382, -0.890, -0.796, 0.618, -0.986, 0.102, -0.622, -0.489, -0.787, -0.227, -0.183, 0.114, -0.498, 0.135, 0.234, 0.297, -0.610, 0.312, 0.320, 0.332, 0.285, 0.353, 0.395, 0.144, 0.381, 0.276, 0.386, 0.353, 0.197, -0.442, 0.475, 0.248, 0.442, 0.432, 0.434, 0.159, 0.348, 0.212, 0.328, 0.339, 0.118, 0.283, 0.410, -0.380, -0.323, 0.815, -0.537, -0.337, -0.634, 0.154, 0.134, 0.298, 0.296, 0.294, 0.229, -0.596, -0.219, 0.724, -0.531, -0.309, -0.624, 0.141, 0.312, 0.306, 0.291, 0.290, 0.218],
  "charge": 1,
  "e_homo_ev": -12.088,
  "molar_mass_g_mol": 440.554
}

=====

{
  "formula": "C20H42O12S6Tl",
  "method": "the ωB97M-V functional and the def2-TZVPD basis",
  "symbols": ["Tl", "O", "C", "C", "O", "H", "H", "H", "H", "C", "C", "C", "O", "C", "C", "C", "O", "O", "O", "H", "H", "C", "S", "O", "C", "H", "H", "H", "H", "H", "H", "C", "S", "O", "C", "H", "H", "H", "H", "H", "H", "C", "S", "O", "C", "H", "H", "H", "H", "H", "H", "C", "S", "O", "C", "H", "H", "H", "H", "H", "H", "C", "S", "O", "C", "H", "H", "H", "H", "H", "H", "C", "S", "O", "C", "H", "H", "H", "H", "H", "H"],
  "positions_angstrom": [[0.412, -0.853, 0.408], [-0.146, -2.594, 2.870], [0.949, -3.512, 3.102], [2.441, -3.237, 2.559], [2.707, -2.489, 1.381], [0.672, -4.511, 2.765], [0.992, -3.674, 4.179], [2.956, -4.192, 2.455], [2.950, -2.835, 3.435], [-3.316, 2.639, -0.103], [-3.841, 3.599, 0.736], [-3.364, 3.751, 2.184], [-3.793, 4.634, 3.057], [-2.356, 2.935, 2.670], [-1.754, 1.913, 1.842], [-2.252, 1.728, 0.338], [-1.684, 0.868, -0.368], [-0.900, 1.099, 2.272], [-4.729, 4.352, 0.194], [-3.567, 2.614, -1.153], [-1.999, 2.930, 3.689], [1.851, 0.302, 4.619], [2.704, 1.323, 3.273], [2.143, 0.684, 2.021], [1.777, 2.894, 3.415], [1.513, 0.954, 5.424], [2.345, -0.616, 4.938], [1.002, -0.058, 4.037], [0.701, 2.746, 3.328], [2.128, 3.642, 2.704], [1.998, 3.280, 4.410], [0.218, -5.795, -1.129], [-0.880, -4.312, -0.922], [0.167, -3.283, -1.119], [-1.828, -4.313, -2.456], [0.906, -5.814, -0.283], [0.744, -5.873, -2.080], [-0.513, -6.600, -1.053], [-2.022, -5.324, -2.814], [-1.378, -3.801, -3.306], [-2.754, -3.767, -2.273], [0.155, -0.052, -4.816], [-1.094, -0.782, -3.669], [-0.404, -1.075, -2.356], [-2.135, 0.733, -3.498], [0.907, -0.777, -5.129], [0.667, 0.713, -4.232], [-0.267, 0.511, -5.649], [-1.643, 1.544, -2.960], [-3.020, 0.423, -2.943], [-2.508, 1.077, -4.463], [-4.632, -1.264, -1.019], [-3.676, -2.165, 0.280], [-2.220, -1.831, -0.121], [-4.036, -1.157, 1.718], [-4.279, -0.235, -0.960], [-5.717, -1.314, -0.933], [-4.309, -1.553, -2.020], [-5.074, -0.824, 1.703], [-3.394, -0.280, 1.799], [-4.093, -1.738, 2.639], [4.707, 0.259, -0.203], [3.973, -0.770, -1.580], [2.436, -0.616, -1.623], [4.721, 0.279, -2.902], [4.085, 1.096, 0.115], [5.747, 0.530, -0.384], [4.779, -0.415, 0.650], [5.801, 0.181, -3.014], [4.436, 1.317, -2.730], [4.219, 0.034, -3.838], [2.822, 3.806, -0.458], [1.614, 2.922, -1.548], [1.316, 1.561, -0.873], [0.231, 4.005, -1.004], [3.829, 3.398, -0.541], [2.379, 3.681, 0.530], [2.810, 4.874, -0.675], [0.449, 5.052, -0.793], [-0.143, 3.539, -0.092], [-0.638, 3.883, -1.651]],
  "atomic_forces_ev_per_a": [[-0.30, -0.39, 1.00], [3.36, -1.49, -0.43], [-4.08, 1.07, -0.50], [1.89, 2.09, -2.09], [-1.67, -1.06, 2.27], [-0.13, -0.11, -0.90], [0.76, 0.62, 0.38], [-0.69, -0.76, -0.32], [-0.01, 0.99, 0.15], [3.46, -3.28, 0.58], [-2.96, 2.53, -1.69], [-0.95, 3.23, 3.89], [0.12, -1.98, -3.45], [1.81, -2.87, -2.16], [-0.54, 0.14, 0.91], [-0.85, 1.42, -0.15], [-0.02, 0.29, 0.21], [-0.07, 0.13, -0.64], [1.48, -0.68, 2.09], [-0.30, 0.07, -0.01], [-0.27, 0.40, 0.12], [-0.47, 0.82, -1.03], [-1.47, -1.05, -0.62], [1.11, 0.47, 0.48], [0.07, -0.24, 1.03], [0.16, -0.21, 0.11], [0.69, 0.50, -0.01], [-0.37, 0.22, 0.04], [0.02, -0.32, -0.23], [0.16, -0.41, -0.17], [0.00, 0.12, 0.15], [-1.76, -0.35, -0.02], [2.05, -0.10, -0.48], [0.14, 0.93, 0.73], [-0.49, -0.32, -0.72], [-0.18, 0.22, -0.07], [-0.10, 0.48, 0.03], [0.32, -0.61, 0.08], [-0.29, -0.16, 0.32], [0.71, 0.17, 0.44], [-0.08, -0.23, 0.22], [0.18, 0.74, 0.76], [0.61, 0.43, 0.96], [-0.81, 0.75, -1.92], [-0.12, -0.38, 0.01], [-0.35, -0.18, 0.03], [0.17, -0.10, 0.33], [-0.38, -0.51, -0.16], [0.19, -0.27, 0.08], [0.24, -0.01, 0.27], [0.31, -0.14, -0.27], [0.51, 0.67, 0.33], [1.95, 0.78, -1.17], [-2.09, -1.12, 0.58], [-1.22, 0.34, 0.50], [-0.17, 0.24, 0.37], [0.10, -0.15, 0.23], [0.06, -0.73, 0.21], [-0.15, 0.31, -0.66], [0.21, -0.26, -0.13], [0.97, -0.34, -0.15], [-0.18, -0.96, 0.47], [-1.28, 0.72, 0.47], [3.08, -0.28, -0.18], [-1.19, 0.35, -0.26], [-0.16, -0.06, -0.43], [-0.11, 0.19, -0.61], [-0.44, -0.12, 0.07], [-0.10, -0.23, 0.32], [0.17, 0.10, 0.27], [0.12, -0.39, -0.02], [-0.66, -0.16, -0.09], [-0.80, -1.47, 2.00], [0.63, 3.00, -1.26], [-0.61, -0.66, 0.19], [-0.20, -0.10, 0.02], [0.33, -0.22, 0.10], [0.09, -0.06, -0.30], [0.25, -0.10, -0.38], [0.36, -0.10, 0.33], [0.26, 0.20, -0.43]],
  "mulliken_charge": [1.958, -0.560, -0.486, -0.444, -0.521, 0.293, 0.342, 0.301, 0.212, -0.797, 0.126, 0.220, -0.779, -0.612, 0.039, 0.117, 0.510, -0.574, -0.763, 0.367, 0.374, -0.716, 0.237, -0.306, -0.713, 0.397, 0.315, 0.069, -0.070, 0.239, 0.496, -1.143, 0.629, -0.544, -0.815, 0.284, 0.274, 0.466, 0.436, 0.155, 0.145, -0.871, 0.330, -0.367, -0.541, 0.340, 0.044, 0.408, -0.088, -0.021, 0.614, -0.486, 0.269, -0.438, -0.557, -0.169, 0.461, 0.228, 0.427, -0.128, 0.406, -0.549, 0.335, -0.405, -0.903, -0.121, 0.486, 0.249, 0.354, 0.177, 0.333, -0.628, 0.258, -0.280, -0.716, 0.321, -0.174, 0.473, 0.470, 0.025, 0.278],
  "charge": -1,
  "e_homo_ev": -3.674,
  "molar_mass_g_mol": 871.329
}

=====

{
  "formula": "C20H42O5P4Sn",
  "method": "the ωB97M-V functional and the def2-TZVPD basis",
  "symbols": ["P", "C", "H", "H", "H", "C", "H", "H", "H", "C", "H", "H", "H", "P", "C", "H", "H", "H", "C", "H", "H", "H", "C", "H", "H", "H", "P", "C", "H", "H", "H", "C", "H", "H", "H", "C", "H", "H", "H", "Sn", "C", "O", "C", "O", "C", "C", "C", "C", "C", "C", "H", "H", "H", "H", "H", "H", "C", "O", "P", "O", "C", "O", "C", "H", "H", "H", "H", "H", "H", "H", "H", "H"],
  "positions_angstrom": [[2.915, -0.535, 0.010], [3.680, -0.757, 1.649], [4.771, -0.801, 1.532], [3.312, -1.686, 2.101], [3.416, 0.084, 2.300], [3.378, -2.092, -0.821], [3.232, -2.032, -1.907], [2.767, -2.916, -0.426], [4.439, -2.297, -0.617], [4.026, 0.682, -0.780], [5.050, 0.282, -0.777], [4.009, 1.625, -0.213], [3.717, 0.881, -1.815], [-0.747, 2.707, -0.373], [-0.819, 3.737, 1.121], [-1.296, 4.689, 0.847], [0.192, 3.925, 1.506], [-1.420, 3.236, 1.891], [0.196, 3.770, -1.517], [0.093, 3.423, -2.554], [1.257, 3.785, -1.234], [-0.221, 4.785, -1.433], [-2.431, 2.912, -1.035], [-2.581, 3.989, -1.193], [-3.174, 2.538, -0.319], [-2.538, 2.384, -1.991], [-2.163, -2.039, 0.094], [-3.016, -2.450, 1.647], [-3.759, -3.229, 1.431], [-3.511, -1.553, 2.044], [-2.298, -2.827, 2.403], [-3.571, -1.919, -1.054], [-4.266, -2.730, -0.794], [-3.248, -2.028, -2.097], [-4.076, -0.953, -0.923], [-1.392, -3.621, -0.374], [-2.186, -4.380, -0.389], [-0.623, -3.908, 0.357], [-0.937, -3.552, -1.371], [0.047, -0.131, -0.901], [1.293, 1.381, 0.904], [1.685, 1.898, 1.866], [-1.894, 0.428, 0.755], [-2.609, 0.748, 1.615], [-1.306, -0.295, -3.299], [-0.657, -1.533, -3.143], [0.744, -1.586, -3.083], [1.500, -0.408, -3.221], [0.851, 0.826, -3.369], [-0.552, 0.882, -3.410], [-2.397, -0.256, -3.353], [-1.243, -2.457, -3.136], [1.254, -2.546, -2.970], [2.592, -0.460, -3.265], [1.437, 1.743, -3.467], [-1.051, 1.839, -3.587], [-1.119, 0.268, 4.351], [-0.385, -0.370, 3.282], [-0.340, -2.011, 3.382], [0.353, -2.306, 4.813], [1.598, -1.650, 5.155], [0.893, -2.299, 2.313], [1.286, -3.712, 2.288], [-1.309, 1.295, 4.026], [-0.521, 0.266, 5.273], [-2.093, -0.216, 4.530], [2.087, -1.206, 4.273], [1.375, -0.880, 5.902], [2.269, -2.401, 5.580], [1.577, -3.968, 1.253], [2.133, -3.893, 2.976], [0.440, -4.368, 2.579]],
  "atomic_forces_ev_per_a": [[1.93, -1.00, -0.44], [-1.01, 0.14, 0.59], [-0.20, 0.06, -0.26], [0.10, 0.28, -0.10], [0.21, -0.23, 0.00], [-0.68, -0.27, -0.26], [0.17, -0.06, 0.34], [0.27, 0.13, -0.11], [-0.23, 0.12, 0.03], [-0.76, 0.63, -0.18], [-0.27, -0.05, 0.06], [0.12, -0.21, -0.19], [0.24, 0.02, 0.27], [-1.00, 1.88, -1.06], [0.49, -0.90, 0.87], [0.04, -0.26, -0.18], [-0.33, 0.07, -0.02], [0.14, 0.26, -0.06], [0.74, -0.72, -0.20], [0.06, 0.25, 0.32], [-0.20, 0.16, -0.16], [0.04, -0.25, 0.08], [-0.20, -0.83, -0.04], [0.06, -0.20, 0.03], [0.09, 0.20, -0.26], [-0.14, 0.22, 0.24], [-0.63, -2.37, -0.55], [0.45, 0.68, 0.78], [0.14, 0.16, -0.29], [-0.03, -0.38, 0.00], [-0.56, 0.23, -0.50], [0.27, 0.89, -0.41], [0.19, 0.18, -0.04], [-0.22, -0.01, 0.30], [-0.10, -0.29, -0.12], [0.62, 0.18, -0.01], [0.10, 0.10, 0.02], [-0.28, 0.05, -0.21], [-0.13, -0.18, 0.32], [0.26, -0.39, 0.82], [1.64, 2.68, 4.53], [-1.28, -1.91, -3.43], [-3.21, 2.34, 4.23], [2.36, -1.29, -3.10], [-0.19, -0.04, -0.18], [0.03, -0.06, -0.43], [0.09, -0.17, -0.40], [0.02, -0.11, -0.31], [0.18, 0.11, -0.12], [-0.08, 0.01, -0.25], [0.34, 0.03, -0.09], [0.24, 0.36, 0.04], [-0.20, 0.24, -0.12], [-0.43, 0.05, 0.05], [-0.13, -0.30, -0.10], [0.13, -0.37, 0.06], [-0.28, 0.37, 0.36], [0.53, -0.48, -0.76], [0.70, -0.52, 1.88], [-0.25, 0.37, -1.20], [0.31, 0.09, 0.28], [-0.03, 0.15, -0.40], [-0.06, -0.23, -0.08], [0.11, -0.19, 0.17], [-0.30, 0.03, -0.34], [0.36, 0.02, -0.02], [-0.29, -0.09, 0.30], [0.21, -0.20, -0.18], [-0.23, 0.13, 0.02], [-0.07, 0.18, 0.53], [-0.47, 0.16, -0.31], [0.45, 0.34, -0.04]],
  "mulliken_charge": [0.865, -0.934, 0.565, 0.145, 0.400, -1.099, 0.379, 0.045, 0.543, -1.127, 0.490, 0.413, 0.289, 0.812, -0.970, 0.509, 0.458, 0.295, -1.212, 0.342, 0.359, 0.514, -1.245, 0.528, 0.415, 0.308, 0.763, -0.925, 0.582, 0.489, 0.152, -1.158, 0.521, 0.331, 0.360, -0.879, 0.516, -0.002, 0.241, 1.764, -0.451, -0.171, -0.516, -0.198, -0.879, -0.549, -1.081, -0.604, -0.883, -0.609, 0.619, 1.053, 0.690, 1.023, 0.623, 1.001, -0.896, 0.019, 0.140, -0.347, -0.645, 0.376, -1.271, 0.184, 0.281, 0.401, 0.164, 0.318, 0.289, 0.288, 0.279, 0.511],
  "charge": 4,
  "e_homo_ev": [-19.592, -19.283],
  "molar_mass_g_mol": 605.158
}